{"formula": "C11H28CoO5", "method": "ωB97M-V/def2-TZVPD", "elements": ["Co", "C", "C", "O", "H", "H", "H", "H", "H", "C", "C", "O", "H", "H", "H", "H", "H", "C", "C", "O", "H", "H", "H", "H", "H", "C", "C", "O", "H", "H", "H", "H", "H", "C", "C", "C", "O", "H", "H", "H", "H", "H", "H", "H", "H"], "positions_angstrom": [[-1.08664, -0.01899, 0.64652], [-0.51644, 0.65209, -2.85622], [0.66678, 0.08371, -2.08302], [0.46426, 0.03491, -0.72677], [-0.66841, 1.70602, -2.62123], [-1.42893, 0.11327, -2.59449], [-0.33350, 0.48244, -3.92813], [1.60550, 0.59670, -2.38326], [0.83843, -0.94705, -2.47745], [-0.30558, 2.62978, 2.21315], [0.08886, 1.41677, 3.05021], [-0.42893, 0.22930, 2.59143], [-1.26584, 3.01157, 2.56615], [-0.32315, 2.30479, 1.17105], [0.39806, 3.47540, 2.23003], [-0.15313, 1.58542, 4.11856], [1.20137, 1.36148, 3.10079], [-2.66859, 2.59670, -0.79875], [-3.36214, 2.08379, 0.46937], [-2.98649, 0.83422, 0.87524], [-2.72221, 1.91004, -1.64374], [-1.60933, 2.69628, -0.53459], [-3.04585, 3.58632, -1.08736], [-4.45927, 2.14757, 0.29989], [-3.17021, 2.86728, 1.23455], [-1.05056, -3.10373, -1.33482], [-2.02534, -2.83986, -0.18213], [-1.53499, -2.02386, 0.80275], [-0.08876, -3.41647, -0.91479], [-0.86950, -2.19222, -1.91329], [-1.39794, -3.88205, -2.02800], [-2.28599, -3.81727, 0.27891], [-2.96537, -2.42006, -0.60292], [3.45000, -1.88676, -0.58239], [3.11278, -1.50750, 0.85879], [3.31195, -0.02137, 1.10915], [1.75737, -1.86367, 1.14766], [3.01477, -1.23757, -1.34553], [3.13039, -2.90685, -0.80972], [4.53724, -1.87428, -0.75132], [3.75894, -2.11064, 1.50448], [2.72230, 0.38899, 1.92974], [3.05252, 0.60543, 0.25313], [4.36420, 0.17135, 1.37596], [1.27739, -1.50142, 0.37241]], "e_lumo_ev": [5.58, 5.57], "gap_ha": [0.23190, 0.22167], "total_charge": -2, "spin_multiplicity": 4, "e_above_lowest_kcal_mol": 0.0, "e_homo_ev": [-0.734, -0.458]}

---

{"formula": "C11H28N4O11S2", "method": "ωB97M-V/def2-TZVPD", "elements": ["C", "C", "O", "C", "N", "C", "C", "O", "O", "S", "O", "O", "C", "C", "C", "S", "H", "H", "H", "H", "H", "H", "H", "H", "H", "H", "H", "H", "H", "H", "H", "H", "H", "H", "H", "C", "N", "O", "O", "H", "H", "H", "C", "N", "O", "O", "H", "H", "H", "C", "N", "O", "O", "H", "H", "H"], "positions_angstrom": [[4.88311, 3.11152, 0.45386], [3.81058, 2.58729, -0.49211], [3.92179, 3.30386, -1.71368], [2.39527, 2.65250, 0.07798], [1.95604, 4.01840, 0.38853], [0.72260, 3.99285, 1.19701], [-0.20697, 5.14896, 0.85774], [-0.53152, 5.22157, -0.52318], [-1.17606, 4.00225, -0.88446], [-2.79306, 4.43002, -1.06074], [-2.95027, 4.90840, -2.41123], [-3.28858, 2.87043, -1.12005], [-3.97755, 2.43860, 0.07438], [-3.27739, 1.26553, 0.78908], [-1.86709, 0.93279, 0.26754], [-1.52486, -0.87499, 0.34413], [4.63850, 4.08547, 0.87715], [5.80818, 3.22065, -0.11027], [5.05877, 2.40647, 1.26606], [4.02911, 1.52707, -0.67310], [3.55400, 2.77342, -2.42709], [2.33157, 1.98239, 0.94875], [1.70840, 2.26053, -0.67862], [2.66964, 4.44407, 0.96969], [0.19384, 3.06683, 0.97847], [0.92374, 3.99857, 2.27415], [0.25887, 6.09852, 1.11579], [-1.13445, 5.06229, 1.43893], [-4.96746, 2.12086, -0.25424], [-4.13853, 3.29065, 0.73697], [-3.91182, 0.38344, 0.75995], [-3.18015, 1.52647, 1.84488], [-1.12817, 1.40148, 0.90749], [-1.73017, 1.19574, -0.77425], [-2.28945, -1.21614, 1.39398], [-2.56866, -3.86728, 3.48138], [-2.98650, -2.61166, 4.16501], [-3.33110, -2.67577, 5.32295], [-2.94295, -1.59230, 3.50080], [-2.65210, -4.68452, 4.18736], [-3.22737, -4.00755, 2.62950], [-1.54410, -3.72993, 3.14756], [-1.28860, -3.63276, -2.40071], [-0.79072, -4.46876, -1.27440], [-1.09834, -4.13809, -0.14969], [-0.09821, -5.42518, -1.55981], [-1.87372, -2.81928, -1.98625], [-0.41883, -3.26442, -2.93637], [-1.88568, -4.27555, -3.04059], [2.71231, -7.19480, -2.42337], [3.67259, -6.58066, -3.38060], [4.81486, -6.99048, -3.38136], [3.24154, -5.70215, -4.09909], [3.23424, -7.95430, -1.85383], [2.33915, -6.40217, -1.78211], [1.90174, -7.62116, -3.00590]], "e_lumo_ev": -0.11, "gap_ha": 0.33319, "e_above_lowest_kcal_mol": 4.6, "e_homo_ev": -9.176}

---

{"formula": "C11H29BCl12FN3O6P3", "method": "ωB97M-V/def2-TZVPD", "elements": ["C", "B", "O", "P", "C", "O", "O", "C", "C", "C", "F", "C", "C", "N", "N", "N", "P", "P", "O", "O", "O", "H", "H", "H", "H", "H", "H", "H", "H", "H", "H", "H", "H", "H", "H", "H", "H", "H", "H", "H", "H", "H", "H", "H", "H", "H", "C", "Cl", "Cl", "Cl", "H", "C", "Cl", "Cl", "Cl", "H", "C", "Cl", "Cl", "Cl", "H", "C", "Cl", "Cl", "Cl", "H"], "positions_angstrom": [[2.87843, -2.42943, 2.05497], [2.29970, -2.30623, 0.60303], [2.57144, -3.27011, -0.34493], [1.22519, -0.74609, -0.04382], [0.20007, -1.87610, -1.33468], [-1.12132, -1.36915, -1.34509], [-1.82209, -2.05866, -2.43984], [2.64000, -0.45271, -1.40935], [2.62928, 0.72760, -2.35998], [3.31050, 2.01234, -1.86491], [1.29641, 1.03422, -2.72416], [2.10810, 0.45867, 1.27289], [1.61193, 1.89562, 1.64393], [0.81578, 2.59204, 0.62348], [0.87454, 1.80848, 2.90158], [2.72207, 2.81282, 1.97074], [-0.51020, -1.18684, 1.72407], [-1.10334, -3.22423, 1.76822], [0.02152, -4.06941, 2.23767], [-2.46566, -3.27466, 2.66842], [-1.78149, -3.77915, 0.42231], [2.11128, -2.19857, 2.80903], [3.25241, -3.44948, 2.23556], [3.69723, -1.71175, 2.21537], [3.50207, -3.44189, -0.45498], [0.36678, 0.30620, -0.46523], [0.20226, -2.93977, -1.06161], [0.61159, -1.75899, -2.34824], [-2.72143, -1.82266, -2.20702], [3.59810, -0.37971, -0.86159], [2.69931, -1.37774, -2.00147], [3.10851, 0.41847, -3.30177], [3.71025, 1.89445, -0.84740], [4.13979, 2.28617, -2.53178], [2.60693, 2.85590, -1.85533], [2.05823, -0.05907, 2.24349], [3.18325, 0.50506, 1.01956], [-0.16513, 2.53484, 0.85337], [0.92910, 2.24154, -0.31644], [0.73537, 2.76174, 3.22480], [-0.03998, 1.38881, 2.76430], [3.13276, 3.15339, 1.11090], [3.43162, 2.29884, 2.48237], [-1.69548, -0.66693, 1.16534], [-2.21235, -3.13183, 3.57466], [-2.73412, -3.74821, 0.45538], [-1.60441, 3.65854, -3.52005], [-1.73898, 3.06250, -1.88084], [-3.12210, 4.42006, -4.04001], [-0.27577, 4.80731, -3.69726], [-1.42194, 2.81396, -4.17111], [-2.31773, -4.60150, -3.96886], [-4.08658, -4.47381, -3.94863], [-1.78974, -6.03736, -3.10185], [-1.72011, -4.60983, -5.63144], [-1.91834, -3.72928, -3.45953], [-5.18930, -1.66713, 4.04339], [-6.13343, -2.42599, 5.33364], [-6.13586, -0.41530, 3.23522], [-3.67295, -1.03132, 4.64336], [-4.95122, -2.43052, 3.31256], [-1.89299, 6.75319, 0.60903], [-0.95637, 5.27714, 0.62782], [-2.58710, 7.04858, -0.99127], [-3.16343, 6.74467, 1.84439], [-1.23088, 7.57826, 0.83566]], "e_lumo_ev": 2.09, "gap_ha": 0.22464, "total_charge": -1, "e_homo_ev": -4.023}